# 1
Here is a structure of composition C39H33F12NOP4S4SbSr in a non-equilibrium geometry from OMol25. Energies are from ωB97M-V/def2-TZVPD.

Each line ends with the Löwdin charge.
Geometry (Å):
1 Sr 2.59638 -0.64570 1.00233  1.34
2 O -0.84040 1.03845 -0.48346  -0.06
3 C -1.58383 1.74609 0.43422  -0.29
4 C -1.23988 3.03582 0.80243  -0.02
5 C -1.98547 3.68032 1.77245  -0.08
6 C -3.07286 3.03850 2.35442  -0.09
7 C -3.40503 1.74724 1.97849  -0.08
8 C -2.65892 1.07443 1.01474  -0.27
9 P -2.99797 -0.62668 0.37481  1.15
10 C -4.83671 -0.58368 0.55043  -0.38
11 C -5.53362 0.05859 -0.47512  -0.11
12 C -6.91563 0.14968 -0.44929  -0.10
13 C -7.62621 -0.41033 0.60504  -0.10
14 C -6.94568 -1.06642 1.61900  -0.09
15 C -5.55886 -1.15529 1.59351  -0.09
16 C -2.51930 -1.70748 1.77330  -0.39
17 C -2.36942 -3.05769 1.45211  -0.11
18 C -2.03360 -3.98212 2.42796  -0.08
19 C -1.82184 -3.56235 3.73375  -0.08
20 C -1.94063 -2.21888 4.05583  -0.10
21 C -2.29139 -1.29442 3.08172  -0.12
22 C -0.66823 1.55927 -1.73174  -0.28
23 C -1.48559 2.55956 -2.24935  -0.01
24 C -1.29888 2.98667 -3.55387  -0.08
25 C -0.31727 2.41636 -4.34546  -0.09
26 C 0.48133 1.40925 -3.82634  -0.07
27 C 0.32519 0.96713 -2.51659  -0.28
28 P 1.35276 -0.37526 -1.78634  1.10
29 C 0.44131 -1.84550 -2.38534  -0.34
30 C -0.86659 -1.78087 -2.85774  -0.08
31 C -1.54621 -2.94096 -3.20263  -0.09
32 C -0.92518 -4.17503 -3.08469  -0.09
33 C 0.37191 -4.25114 -2.59542  -0.07
34 C 1.04506 -3.09639 -2.23361  -0.12
35 C 2.81967 -0.24694 -2.88217  -0.38
36 C 3.25076 -1.21031 -3.78538  -0.08
37 C 4.44637 -1.03610 -4.47239  -0.08
38 C 5.21278 0.09941 -4.26857  -0.09
39 C 4.77853 1.07610 -3.38224  -0.08
40 C 3.59284 0.89988 -2.69291  -0.13
41 H -0.39680 3.52111 0.32972  0.11
42 H -1.71455 4.67877 2.08884  0.10
43 H -3.66100 3.54860 3.10656  0.11
44 H -4.26423 1.25952 2.42306  0.11
45 H -4.97594 0.49112 -1.30002  0.10
46 H -7.44132 0.64717 -1.25495  0.10
47 H -8.70647 -0.34077 0.62836  0.10
48 H -7.49824 -1.51274 2.43686  0.10
49 H -5.03737 -1.67066 2.39037  0.10
50 H -2.48838 -3.37398 0.42127  0.10
51 H -1.90922 -5.02449 2.16400  0.10
52 H -1.53496 -4.27719 4.49430  0.10
53 H -1.73632 -1.88708 5.06589  0.10
54 H -2.35204 -0.24602 3.34129  0.08
55 H -2.26352 2.99835 -1.63998  0.12
56 H -1.93484 3.76856 -3.94966  0.10
57 H -0.17352 2.75249 -5.36415  0.10
58 H 1.24551 0.95691 -4.44449  0.11
59 H -1.36421 -0.82473 -2.95050  0.10
60 H -2.57012 -2.87923 -3.55039  0.10
61 H -1.45134 -5.07871 -3.36642  0.10
62 H 0.85260 -5.21269 -2.46960  0.11
63 H 2.03837 -3.16874 -1.80759  0.09
64 H 2.65936 -2.09864 -3.96103  0.10
65 H 4.78529 -1.80155 -5.15931  0.10
66 H 6.15428 0.22069 -4.78910  0.10
67 H 5.37950 1.95766 -3.20199  0.11
68 H 3.26741 1.64769 -1.97795  0.10
69 S 0.19907 4.69201 5.13256  -0.32
70 Sb -0.26745 2.47520 5.21369  0.41
71 S 1.08597 -0.37686 3.42574  -0.02
72 S 1.81028 1.36134 4.11746  -0.28
73 S 1.77413 1.42710 6.19633  -0.06
74 C 2.35909 5.27466 1.07159  -0.08
75 C 2.39502 4.11975 2.07981  -0.22
76 C 2.23698 2.82865 1.43607  -0.24
77 N 2.10454 1.81311 0.91818  0.10
78 H 2.32577 6.21711 1.61534  0.08
79 H 1.47331 5.21347 0.43912  0.07
80 H 3.24102 5.26643 0.43234  0.08
81 H 1.60309 4.23879 2.82716  0.03
82 H 3.34203 4.10433 2.62172  0.13
83 F 5.07126 1.28351 -0.11639  -0.15
84 P 5.60023 -0.09106 0.55239  0.17
85 F 4.49447 0.19040 1.78298  -0.33
86 F 5.99420 -1.45846 1.25123  -0.10
87 F 6.57364 -0.35646 -0.67818  -0.11
88 F 6.70729 0.71626 1.36662  -0.12
89 F 4.37203 -0.88376 -0.26121  -0.34
90 F 1.48258 -2.48201 0.68094  -0.39
91 P 2.46440 -3.67989 1.37424  0.17
92 F 3.42331 -4.76072 2.02905  -0.10
93 F 1.55560 -4.78537 0.66155  -0.12
94 F 3.39230 -3.56632 0.06528  -0.14
95 F 3.34173 -2.44858 2.04913  -0.32
96 F 1.50651 -3.65724 2.64591  -0.13

Output
Largest force on an atom: 3.9 eV Å⁻¹
Relative energy (zero: lowest compared OMol25 entry of this formula, charge and spin): 39.67 kcal/mol
E_LUMO: 1.76 eV
Calculated total energy: -6064.22081 Eh
Net charge: -1
Spin multiplicity: 1

***

# 2
Here is a structure of composition C39H33GeN7O4SW in a non-equilibrium geometry from OMol25. Energies are from ωB97M-V/def2-TZVPD.

Each line ends with the Mulliken spin population.
Geometry (Å):
1 W -0.03119 0.27226 0.13739  2.18
2 O 2.08986 -1.45886 -3.12610  0.01
3 C 1.65908 -0.83555 -2.07742  0.01
4 O 0.45701 -0.68874 -1.80132  0.01
5 C 2.68108 -0.18046 -1.24148  0.05
6 C 4.01928 -0.00812 -1.52599  0.01
7 C 4.73384 0.90450 -0.74322  0.02
8 C 4.08151 1.65018 0.22815  0.00
9 C 2.74760 1.36839 0.48755  0.10
10 N 2.11089 0.40920 -0.17812  -0.06
11 C 1.84830 2.17656 1.40578  -0.01
12 O 2.26910 3.08150 2.05826  0.02
13 O 0.57770 1.78298 1.34162  0.03
14 H 1.36710 -1.81075 -3.67734  0.00
15 H 4.48293 -0.51502 -2.36119  0.00
16 H 5.78438 1.06914 -0.94445  0.00
17 H 4.57105 2.43808 0.78575  0.00
18 C -3.34326 3.35160 0.18752  -0.01
19 C -2.14642 2.50001 -0.06384  0.01
20 N -2.05735 1.23057 0.16494  0.01
21 N -3.17346 0.49885 0.48921  0.01
22 C -3.10655 -0.83419 0.36147  0.02
23 N -4.18575 -1.56131 0.57113  0.01
24 S -1.62777 -1.57877 -0.04971  -0.04
25 C -0.97281 3.07850 -0.73123  0.07
26 C -0.85537 4.43492 -0.97268  0.01
27 C 0.20589 4.89548 -1.74177  0.00
28 C 1.09579 3.97736 -2.26764  0.01
29 C 0.92735 2.63643 -1.95862  0.02
30 N -0.07006 2.18487 -1.19962  0.06
31 H -4.20107 2.82508 0.59389  0.00
32 H -3.65121 3.86235 -0.72504  0.00
33 H -3.06740 4.11499 0.92017  0.00
34 H -4.04988 0.97801 0.64365  0.00
35 H -5.09571 -1.16038 0.74830  0.00
36 H -4.12427 -2.56881 0.53521  0.00
37 H -1.57730 5.13432 -0.57691  0.00
38 H 0.31831 5.95386 -1.93462  0.00
39 H 1.91368 4.28226 -2.90490  0.00
40 H 1.61888 1.90248 -2.35137  0.01
41 C 4.36233 -2.00779 4.56383  0.01
42 C 4.20484 -0.86939 3.78055  0.00
43 C 2.97421 -0.58439 3.21451  0.02
44 C 1.88190 -1.42905 3.41597  -0.03
45 C 2.04750 -2.56532 4.21586  0.02
46 C 3.28058 -2.84320 4.79271  0.00
47 Ge 0.06654 -1.13183 2.81542  0.04
48 C -0.72417 0.42363 3.64122  0.00
49 C 0.12211 1.23858 4.40134  0.15
50 C -0.38555 2.32310 5.09830  0.00
51 C -1.73830 2.62617 5.02468  0.04
52 C -2.58965 1.83231 4.26340  -0.02
53 C -2.08246 0.74644 3.56938  0.09
54 C -1.00606 -2.73482 2.91966  0.01
55 C -2.27324 -2.69521 3.50669  0.04
56 C -3.02457 -3.85648 3.63176  0.00
57 C -2.52277 -5.06452 3.16713  0.01
58 C -1.25644 -5.11622 2.59547  -0.01
59 C -0.50395 -3.95970 2.47258  0.01
60 H 5.32622 -2.23734 4.99687  0.00
61 H 5.04193 -0.20180 3.62386  0.00
62 H 2.87181 0.32361 2.63854  0.00
63 H 1.22192 -3.23906 4.40406  0.00
64 H 3.39315 -3.71863 5.41795  0.00
65 H 1.17952 1.01714 4.47529  0.00
66 H 0.27360 2.92933 5.70455  0.00
67 H -2.13245 3.47157 5.57274  0.00
68 H -3.65066 2.04825 4.24248  0.00
69 H -2.76317 0.11288 3.01735  0.01
70 H -2.66183 -1.77515 3.92402  0.00
71 H -3.99027 -3.82278 4.11917  0.00
72 H -3.10538 -5.96969 3.27474  0.00
73 H -0.85127 -6.06325 2.26418  0.00
74 H 0.49094 -4.02148 2.05018  0.00
75 N 5.57108 -4.13592 2.07372  0.00
76 C 4.62038 -4.17701 1.43204  0.00
77 C 3.40276 -4.14464 0.67262  0.00
78 C 2.90863 -5.24173 -0.02464  0.00
79 C 1.71901 -5.08976 -0.72049  0.00
80 C 1.06977 -3.86677 -0.67895  0.02
81 N 1.52880 -2.80986 0.00402  -0.02
82 C 2.68408 -2.95290 0.64776  0.04
83 H 3.44222 -6.18278 -0.02126  0.00
84 H 1.29810 -5.91146 -1.28263  0.00
85 H 0.12758 -3.73216 -1.20082  0.00
86 H 3.06086 -2.09858 1.19711  -0.01

Output
Largest force on an atom: 2.2 eV Å⁻¹
Relative energy (zero: lowest compared OMol25 entry of this formula, charge and spin): 40.27 kcal/mol
E_LUMO (alpha / beta): -9.25 / -10.13 eV
Calculated total energy: -4731.56971 Eh
Net charge: +3
Spin multiplicity: 4